C31H36AsNO6RuS6Sb | the ωB97M-V functional and the def2-TZVPD basis

- gap between HOMO and LUMO (alpha / beta) (Eh) = 0.203 / 0.202
- HOMO (alpha / beta) (eV) = -1.47 / -1.45
- <S²> = 0.7677
- 2S+1 = 2
- DFT total energy (eV) = -181478.0675
- energy relative to the best compared isomer or geometry (same formula, charge and spin) (kJ/mol) = 228.1
- total charge = -2

XYZ file:
```
83
C31H36AsNO6RuS6Sb the ωB97M-V functional and the def2-TZVPD basis
Ru -1.2517 -1.0913 0.0234
O -3.8354 -0.8718 2.5823
As -2.5726 0.3303 2.6546
O -2.3580 0.5927 4.2415
O -1.1384 -0.1133 1.9309
C -3.2820 2.0128 1.8909
C -3.3182 3.0772 2.7851
C -3.7192 4.3325 2.3715
C -4.1034 4.5391 1.0530
C -4.0899 3.4788 0.1639
C -3.6671 2.2298 0.5873
S -3.6577 0.9497 -0.6656
O -5.0301 0.8230 -1.0878
O -2.7609 1.4304 -1.7058
O -3.1602 -0.2699 -0.0024
H -3.8386 -1.2805 1.7117
H -3.0209 2.8717 3.8068
H -3.7204 5.1532 3.0758
H -4.3868 5.5292 0.7227
H -4.3989 3.5937 -0.8660
S -3.4120 -7.2059 -3.5878
C -3.0207 -5.8193 -2.7140
S -3.8398 -5.4141 -1.1841
C -2.9205 -3.9256 -0.9555
C -2.3434 -3.4003 -2.0917
S -1.5088 -1.9097 -2.2103
S -2.5544 -4.3235 -3.5689
S -2.8355 -3.2656 0.6042
C -1.0754 4.2764 -1.8070
C -0.0839 3.2532 -2.3226
C -0.4925 2.7838 -3.7052
Sb 0.0380 1.4823 -0.9293
C 1.9733 0.6742 -1.7846
C 2.8614 1.6514 -2.5394
C 1.6554 -0.5352 -2.6510
C 1.0838 2.5433 0.7696
C 0.0790 2.9454 1.8392
C 1.9589 3.7271 0.3887
H -1.1013 5.1478 -2.4668
H -0.8178 4.6177 -0.8058
H -2.0649 3.8284 -1.7780
H 0.9179 3.6840 -2.3493
H -1.4785 2.3267 -3.6560
H 0.2089 2.0481 -4.0928
H -0.5248 3.6259 -4.4020
H 2.5075 0.3288 -0.8965
H 2.3717 2.0247 -3.4342
H 3.7800 1.1446 -2.8455
H 3.1436 2.5029 -1.9268
H 1.0755 -0.2489 -3.5290
H 1.0731 -1.2646 -2.0829
H 2.5734 -1.0218 -2.9885
H 1.7245 1.7572 1.1748
H -0.6817 3.6183 1.4384
H 0.5870 3.4571 2.6595
H -0.4151 2.0645 2.2546
H 1.3826 4.5134 -0.0922
H 2.7571 3.4222 -0.2812
H 2.4161 4.1480 1.2882
N 0.4434 -1.7987 0.3222
C 1.4064 -2.4338 0.8136
C 1.3053 -3.7091 1.5637
C 2.2405 -4.0387 2.5464
C 2.1029 -5.2038 3.2786
C 1.0421 -6.0607 3.0329
C 0.1239 -5.7533 2.0420
C 0.2554 -4.5884 1.3131
C 2.8150 -1.9670 0.6203
C 3.2740 -0.7874 1.1912
C 4.5882 -0.3910 1.0038
C 5.4459 -1.1657 0.2396
C 4.9834 -2.3275 -0.3586
C 3.6738 -2.7298 -0.1650
H 3.0672 -3.3733 2.7582
H 2.8182 -5.4452 4.0569
H 0.9277 -6.9645 3.6163
H -0.7040 -6.4187 1.8455
H -0.4544 -4.3394 0.5388
H 2.5895 -0.2012 1.7867
H 4.9438 0.5309 1.4425
H 6.4739 -0.8577 0.0955
H 5.6506 -2.9211 -0.9735
H 3.2997 -3.6350 -0.6231
```

And the Mulliken charges, in e, turn out to be: atom 1 (Ru): 2.972, atom 2 (O): -0.712, atom 3 (As): 1.050, atom 4 (O): -0.883, atom 5 (O): -0.639, atom 6 (C): 0.098, atom 7 (C): -0.427, atom 8 (C): -0.483, atom 9 (C): -0.629, atom 10 (C): -0.927, atom 11 (C): 0.083, atom 12 (S): 0.924, atom 13 (O): -0.789, atom 14 (O): -0.580, atom 15 (O): -0.597, atom 16 (H): 0.313, atom 17 (H): 0.540, atom 18 (H): 0.361, atom 19 (H): 0.364, atom 20 (H): 0.539, atom 21 (S): -0.332, atom 22 (C): 0.002, atom 23 (S): -0.095, atom 24 (C): -0.027, atom 25 (C): 0.002, atom 26 (S): -0.299, atom 27 (S): -0.071, atom 28 (S): -0.400, atom 29 (C): -1.471, atom 30 (C): 0.381, atom 31 (C): -1.555, atom 32 (Sb): 0.239, atom 33 (C): 1.878, atom 34 (C): -1.529, atom 35 (C): -1.124, atom 36 (C): 0.998, atom 37 (C): -1.088, atom 38 (C): -1.550, atom 39 (H): 0.520, atom 40 (H): 0.213, atom 41 (H): 0.218, atom 42 (H): 0.670, atom 43 (H): 0.244, atom 44 (H): 0.273, atom 45 (H): 0.435, atom 46 (H): -0.925, atom 47 (H): 0.270, atom 48 (H): 0.425, atom 49 (H): 0.285, atom 50 (H): 0.266, atom 51 (H): -0.106, atom 52 (H): 0.412, atom 53 (H): -0.318, atom 54 (H): 0.142, atom 55 (H): 0.503, atom 56 (H): 0.048, atom 57 (H): 0.200, atom 58 (H): 0.254, atom 59 (H): 0.465, atom 60 (N): -0.584, atom 61 (C): -0.928, atom 62 (C): 0.325, atom 63 (C): -0.272, atom 64 (C): -0.692, atom 65 (C): -0.382, atom 66 (C): -0.655, atom 67 (C): -0.377, atom 68 (C): 0.272, atom 69 (C): -0.044, atom 70 (C): -0.535, atom 71 (C): -0.517, atom 72 (C): -0.673, atom 73 (C): -0.036, atom 74 (H): 0.393, atom 75 (H): 0.365, atom 76 (H): 0.359, atom 77 (H): 0.422, atom 78 (H): 0.406, atom 79 (H): 0.505, atom 80 (H): 0.417, atom 81 (H): 0.352, atom 82 (H): 0.364, atom 83 (H): 0.486